A cluster of 2 separate species, C4H10NO in total, computed with wB97M-V/def2-TZVPD.

Last column: natural (NBO) charge in e.
Geometry (Å):
C (-2.0393, -0.0940, 0.8681)  -0.967
C (-0.7240, 0.0584, 1.6159)  -0.539
C (0.7660, 1.6042, 0.7060)  -0.199
N (-0.2041, 1.4212, 1.4981)  -0.456
H (-2.4828, -1.0765, 1.0633)  0.147
H (-2.7556, 0.6591, 1.2140)  0.163
H (-1.8513, 0.0632, -0.1962)  0.196
H (-0.0050, -0.6510, 1.2065)  0.185
H (-0.8934, -0.0993, 2.6926)  0.125
H (1.2037, 0.8426, 0.0211)  0.233
H (1.1241, 2.6407, 0.6810)  0.102
C (1.5667, -1.0721, -2.2665)  -0.182
O (0.8002, -0.5677, -1.2812)  -0.984
H (1.2494, -2.0979, -2.5963)  0.064
H (1.5869, -0.4709, -3.2219)  0.054
H (2.6585, -1.1600, -2.0044)  0.058

Output
2S+1 ... 2
⟨S²⟩ ... 0.751
HOMO energy (spin up / spin down) ... 4.65 / 0.23 eV
Net charge ... -2
Electronic energy ... -7841.8053 eV